A molecular structure, C8H7NO2S at a distorted geometry, computed with ωB97M-V with the def2-TZVPD basis set.

Each line ends with the natural charge from an NBO analysis.
Positions of all 19 atoms, in Å:
C  -2.341  -0.985  0.217  -0.21
C  -1.559  -2.047  -0.155  -0.19
C  -1.871  0.255  0.477  -0.20
C  -0.147  -1.867  -0.247  -0.18
C  -0.474  0.441  0.287  -0.07
C  0.309  -0.648  0.096  -0.32
C  1.289  2.116  -0.534  -0.29
C  0.201  1.805  0.480  0.03
N  2.074  1.273  0.439  -0.67
O  2.678  -1.057  1.202  -0.89
O  2.474  -0.547  -1.220  -0.95
S  2.058  -0.353  0.125  2.30
H  -3.436  -1.211  0.385  0.22
H  -2.028  -3.080  -0.367  0.23
H  -2.425  1.196  0.424  0.23
H  0.467  -2.455  -0.878  0.24
H  1.187  1.421  -1.463  0.24
H  1.613  3.171  -0.515  0.23
H  -0.069  2.572  1.246  0.25

Forces on atoms 1 to 2 (eV/Å):
-3.4423 -1.5466 0.9870
1.4296 -2.3403 -0.5469

The calculation puts the orbital gap at 9.00 eV. The calculation puts the molar mass at 181.22 g/mol. The value obtained for the largest force on an atom is 3.90 eV Å⁻¹. For the relative energy (zero: lowest compared OMol25 entry of this formula, charge and spin), the calculation gives 56.38 kcal/mol. For the total energy, the calculation gives -912.33143 a.u. The calculation puts the HOMO energy at -9.600 eV.